# 1
ORCA calculation (ωB97M-V/def2-TZVPD) on a cluster of 2 separate species, C5H13O2 in total in a non-equilibrium geometry.

The expectation value of S² is 0.754. The value obtained for the energy above the lowest of the compared OMol25 structures with the same formula, charge and spin is 2.2 kcal/mol. As for the spin multiplicity: 2. The total charge is 0.

The geometry in XYZ format:
```
20
Properties=species:S:1:pos:R:3:mulliken_spin:R:1
O 1.186 0.330 4.469 0.012
H 1.511 0.860 5.214 -0.003
H 0.415 -2.394 3.707 -0.007
C -0.515 -2.969 3.609 0.053
C -1.694 -2.032 3.373 -0.019
C -2.005 -1.157 4.540 0.872
C -1.423 -1.154 2.152 0.038
C -1.275 -1.934 0.835 0.010
O -2.880 -2.790 2.994 0.074
H -0.352 -3.632 2.755 0.003
H -0.593 -3.580 4.518 -0.006
H 0.268 0.249 4.668 -0.010
H -2.435 -0.166 4.386 0.001
H -1.662 -1.463 5.558 0.003
H -2.249 -0.442 2.022 -0.004
H -0.514 -0.563 2.287 0.011
H -1.196 -1.205 0.021 -0.001
H -0.378 -2.568 0.799 -0.001
H -2.145 -2.573 0.640 0.000
H -3.646 -2.222 3.333 -0.027
```

***

# 2
ORCA calculation (ωB97M-V/def2-TZVPD) on a cluster of 2 separate species, C5H13O2P in total in a non-equilibrium geometry.

The value obtained for the energy above the lowest of the compared OMol25 structures with the same formula, charge and spin is 57.1 kcal/mol. The SMILES is CC(C)(C)O.CP=O. The total charge is 0.

The geometry in XYZ format:
```
21
Properties=species:S:1:pos:R:3:nbo_charge:R:1
C 2.382 0.013 -1.711 -0.614
C 0.988 -0.143 -0.989 0.253
C -0.164 -0.519 -1.914 -0.631
C 0.751 1.045 -0.127 -0.612
O 1.387 -1.238 -0.135 -0.753
H 2.412 1.010 -2.242 0.190
H 3.068 0.003 -0.910 0.220
H 2.759 -0.777 -2.311 0.217
H 0.053 -0.009 -2.768 0.212
H -1.111 -0.274 -1.443 0.200
H -0.106 -1.546 -2.230 0.226
H 0.840 2.097 -0.733 0.212
H -0.256 0.909 0.267 0.176
H 1.353 0.965 0.699 0.223
H 0.733 -1.492 0.495 0.476
C -2.716 0.308 3.052 -1.049
P -2.361 -0.130 1.302 1.336
O -1.615 -1.338 1.564 -1.010
H -3.413 -0.364 3.465 0.252
H -1.802 0.168 3.538 0.251
H -3.180 1.314 3.131 0.224
```

***

# 3
ORCA calculation (ωB97M-V/def2-TZVPD) on a cluster of 2 separate species, C5H13O2S in total in a non-equilibrium geometry.

The value obtained for the energy above the lowest of the compared OMol25 structures with the same formula, charge and spin is 83.3 kcal/mol. The total charge is +1.

The geometry in XYZ format:
```
21
Properties=species:S:1:pos:R:3:nbo_charge:R:1
C -2.291 0.939 -0.814 -0.736
C -1.923 -1.477 -0.264 -0.815
C 2.195 0.897 -0.992 -0.847
C 2.131 -0.282 1.803 -0.875
C -2.145 -0.156 0.154 0.338
O 0.901 -1.412 -0.118 -0.942
O 0.025 0.736 0.513 -0.966
S 1.284 -0.039 0.248 2.114
H -1.914 1.920 -0.563 0.290
H -1.973 0.708 -1.771 0.240
H -3.393 1.355 -0.943 0.312
H -2.116 -2.370 0.250 0.289
H -0.679 -1.679 -0.337 0.443
H -2.040 -1.496 -1.283 0.247
H 2.721 1.768 -0.485 0.278
H 1.533 1.254 -1.682 0.264
H 3.041 0.284 -1.465 0.281
H 3.187 -0.405 1.712 0.270
H 1.490 -1.082 2.282 0.290
H 2.176 0.647 2.470 0.279
H -2.212 -0.110 1.284 0.245
```

***

# 4
ORCA calculation (ωB97M-V/def2-TZVPD) on a cluster of 2 separate species, C5H13O3 in total in a non-equilibrium geometry.

The expectation value of S² is 0.754. The value obtained for the energy above the lowest of the compared OMol25 structures with the same formula, charge and spin is 8.9 kcal/mol. As for the spin multiplicity: 2. The total charge is 0.

The geometry in XYZ format:
```
21
Properties=species:S:1:pos:R:3:mulliken_spin:R:1
C -1.216 -1.473 2.004 0.000
O -1.928 -2.736 2.169 0.000
C -1.144 -1.125 0.498 0.001
C 0.293 -0.910 -0.019 0.008
C 0.350 0.185 -1.088 0.100
C 0.118 1.595 -0.410 -0.013
O 0.472 2.557 -1.297 0.824
H -1.941 -0.803 2.459 0.000
H -0.300 -1.627 2.564 0.000
H -1.480 -3.417 1.649 0.000
H -1.748 -1.845 -0.037 0.000
H -1.607 -0.141 0.434 0.002
H 0.988 -0.590 0.752 0.001
H 0.646 -1.891 -0.347 0.006
H -0.539 -0.003 -1.694 0.003
H 1.221 0.291 -1.735 0.001
H 0.661 1.719 0.536 -0.005
H -0.976 1.608 -0.313 0.046
H 1.909 2.907 -1.956 0.003
H 3.427 2.565 -1.857 -0.001
O 2.794 3.131 -2.310 0.023
```

***

# 5
ORCA calculation (ωB97M-V/def2-TZVPD) on a structure of composition C5H13O3Tb in a non-equilibrium geometry.

The expectation value of S² is 12.918. As for the spin multiplicity: 7. For the total energy, the calculation gives -33951.6461 eV. The total charge is +2.

The geometry in XYZ format:
```
22
Properties=species:S:1:pos:R:3:mulliken_spin:R:1
C 0.752 -0.032 -1.405 -0.487
O -0.441 0.607 -1.803 -0.306
C -1.573 -0.213 -1.820 -0.015
C -2.710 0.466 -1.097 0.006
O -2.764 1.826 -1.448 -0.004
C -3.927 2.471 -0.998 -0.001
H 1.543 0.689 -1.673 0.023
H 0.880 -1.018 -1.893 -0.019
H -1.361 -1.180 -1.321 -0.005
H -1.874 -0.435 -2.862 -0.012
H -2.571 0.357 -0.005 -0.004
H -3.657 -0.037 -1.368 0.002
H -4.023 2.403 0.100 0.001
H -3.857 3.528 -1.282 0.000
H -4.831 2.032 -1.456 0.000
Tb 1.064 -0.393 1.053 6.811
O 3.195 -0.450 0.200 0.034
H 3.639 0.402 0.301 -0.001
C 3.991 -1.583 -0.160 -0.019
H 5.038 -1.327 0.026 0.000
H 3.761 -2.433 0.489 -0.001
H 3.669 -1.897 -1.160 -0.004
```

***

# 6
ORCA calculation (ωB97M-V/def2-TZVPD) on an isolated molecule of C5H13OP in a non-equilibrium geometry.

The value obtained for the energy above the lowest of the compared OMol25 structures with the same formula, charge and spin is 24.0 kcal/mol. The SMILES is CC(C)[C@@H](C)PO. The total charge is 0.

The geometry in XYZ format:
```
20
Properties=species:S:1:pos:R:3:nbo_charge:R:1
C -0.874 0.445 -1.460 -0.606
C 0.177 0.953 -0.308 -0.218
C -0.229 1.922 0.731 -0.630
C 0.889 -0.299 0.277 -0.468
C 0.101 -1.169 1.287 -0.640
P 1.776 -1.400 -1.000 0.863
O 0.630 -2.463 -1.323 -0.994
H -1.407 1.175 -2.028 0.210
H -1.604 -0.053 -0.876 0.199
H -0.365 -0.283 -2.144 0.203
H 1.007 1.430 -0.928 0.199
H -1.144 1.692 1.278 0.206
H -0.457 2.981 0.546 0.225
H 0.615 1.940 1.489 0.208
H 1.782 0.011 0.769 0.205
H -0.326 -0.375 1.979 0.213
H 0.778 -1.675 1.924 0.212
H -0.533 -1.861 0.759 0.225
H 2.328 -2.012 0.080 -0.110
H 0.644 -2.754 -2.233 0.500
```

***

# 7
ORCA calculation (ωB97M-V/def2-TZVPD) on an isolated molecule of C5H13OP in a non-equilibrium geometry.

The value obtained for the energy above the lowest of the compared OMol25 structures with the same formula, charge and spin is 34.0 kcal/mol. The SMILES is CC(C)(C)C[PH2]=O. The total charge is 0.

The geometry in XYZ format:
```
20
Properties=species:S:1:pos:R:3:nbo_charge:R:1
C -0.029 -1.472 -0.801 -0.617
C 0.348 -0.235 -0.011 -0.074
C 0.631 0.966 -0.858 -0.600
C 1.473 -0.548 0.929 -0.620
C -0.832 0.191 0.886 -0.796
P -2.444 0.540 0.092 1.529
O -3.229 -0.656 -0.201 -1.106
H -0.562 -2.192 -0.089 0.222
H 0.969 -1.910 -1.131 0.209
H -0.748 -1.431 -1.571 0.227
H 1.406 0.742 -1.554 0.217
H -0.315 1.117 -1.360 0.207
H 0.852 1.765 -0.160 0.205
H 1.259 -0.752 2.007 0.217
H 2.266 -1.288 0.675 0.225
H 2.021 0.325 1.046 0.208
H -1.237 -0.738 1.632 0.264
H -0.390 0.839 1.725 0.264
H -3.399 1.394 0.704 -0.073
H -2.248 1.422 -1.052 -0.108
```

***

# 8
ORCA calculation (ωB97M-V/def2-TZVPD) on a cluster of 2 separate species, C5H14 in total in a non-equilibrium geometry.

The expectation value of S² is 0.750. The value obtained for the energy above the lowest of the compared OMol25 structures with the same formula, charge and spin is 11.5 kcal/mol. As for the spin multiplicity: 2. The total charge is -1.

The geometry in XYZ format:
```
19
Properties=species:S:1:pos:R:3:mulliken_spin:R:1
C 0.373 2.196 1.135 1.321
C 1.627 1.436 1.567 1.077
H -0.512 1.591 0.991 0.255
H 0.293 3.048 1.821 -1.198
H 0.688 2.785 0.273 0.053
H 1.593 1.001 2.568 -0.406
H 2.556 1.992 1.626 -0.530
H 1.796 0.572 0.914 0.025
C -0.958 -0.964 -0.511 0.646
C -1.092 -2.497 -0.718 0.359
C -0.060 -0.275 -1.524 0.405
H -1.941 -0.504 -0.466 -0.605
H -0.551 -0.901 0.492 0.467
H -0.436 -3.055 -0.037 -0.261
H -0.761 -2.856 -1.688 -0.132
H -0.567 -0.406 -2.480 -0.480
H 0.033 0.783 -1.315 0.330
H -2.137 -2.765 -0.613 -0.213
H 0.939 -0.686 -1.689 -0.114
```

***

# 9
ORCA calculation (ωB97M-V/def2-TZVPD) on a cluster of 2 separate species, C5H14 in total in a non-equilibrium geometry.

The expectation value of S² is 0.750. The value obtained for the energy above the lowest of the compared OMol25 structures with the same formula, charge and spin is 4.3 kcal/mol. As for the spin multiplicity: 2. The total charge is -1.

The geometry in XYZ format:
```
19
Properties=species:S:1:pos:R:3:mulliken_spin:R:1
C -0.606 1.063 0.366 -0.128
C -2.060 1.489 0.287 1.184
C 0.257 1.886 1.322 1.348
H -0.643 0.054 0.818 -0.155
H -0.108 0.846 -0.566 -0.281
H -2.160 2.519 -0.080 -0.206
H -0.196 1.781 2.305 -0.338
H -2.457 1.464 1.306 -0.278
H -2.721 0.888 -0.339 -0.274
H 1.295 1.564 1.332 -0.268
H 0.186 2.950 1.103 -0.223
C 1.470 -1.510 -1.291 0.940
C 0.876 -2.787 -0.658 1.290
H 0.630 -0.924 -1.658 -0.027
H 2.031 -0.958 -0.539 -0.206
H 2.102 -1.837 -2.102 -0.425
H 0.110 -2.532 0.047 -0.405
H 0.414 -3.461 -1.381 -0.222
H 1.638 -3.328 -0.090 -0.325
```

***

# 10
ORCA calculation (ωB97M-V/def2-TZVPD) on a cluster of 2 separate species, C5H14 in total in a non-equilibrium geometry.

The expectation value of S² is 0.750. The value obtained for the energy above the lowest of the compared OMol25 structures with the same formula, charge and spin is 28.6 kcal/mol. As for the spin multiplicity: 2. The total charge is -1.

The geometry in XYZ format:
```
19
Properties=species:S:1:pos:R:3:mulliken_spin:R:1
C -1.513 0.911 0.090 -0.349
C -0.968 0.713 -1.415 1.083
C -2.311 -0.339 0.478 0.995
H -0.661 1.165 0.744 0.242
H -2.153 1.773 0.079 -0.248
H -1.887 0.750 -2.025 -0.578
H -0.472 -0.192 -1.462 0.586
H -1.654 -1.006 0.962 -0.336
H -3.134 -0.093 1.061 -0.284
H -0.373 1.534 -1.736 -0.309
H -2.525 -0.854 -0.428 -0.059
C 3.000 -1.047 0.417 0.619
C 1.680 -0.140 0.447 -0.367
H 3.276 -0.829 1.463 -0.006
H 2.598 -2.122 0.393 -0.372
H 3.742 -0.870 -0.342 -0.560
H 1.794 0.722 1.078 -0.522
H 0.898 -0.773 0.647 0.840
H 1.217 0.214 -0.536 0.624
```

***

What is the total charge in the fifth record? +2